#1
This record from OMol25 describes 2 unconnected molecules or ions with the total composition C3H10N2O2S. The level of theory is wB97M-V/def2-TZVPD.

Summary:
**Highest occupied orbital energy**: -8.9 eV

```
18
Properties=species:S:1:pos:R:3:nbo_charge:R:1
N -0.118 -0.247 2.133 -0.851
C 0.509 -0.596 0.767 -0.159
C 0.202 -2.010 0.371 -0.552
S 1.805 -2.858 0.485 -0.065
C 0.077 0.513 -0.202 0.659
N 0.717 1.602 0.087 -0.801
O -0.571 0.267 -1.274 -0.661
H 0.615 -0.001 2.858 0.371
H -0.634 -1.083 2.442 0.369
H 1.625 -0.532 0.522 0.226
H -0.167 -1.795 -0.631 0.283
H -0.366 -2.575 1.110 0.227
H 2.433 -2.524 -0.715 0.138
H 1.099 1.863 0.999 0.406
H 0.722 2.515 -0.486 0.411
H -2.160 1.920 -2.707 0.472
H -3.152 3.059 -2.554 0.463
O -2.637 2.483 -3.207 -0.935
```

#2
This record from OMol25 describes 2 unconnected molecules or ions with the total composition C3H10N2O2S. The level of theory is wB97M-V/def2-TZVPD.

Summary:
**Highest occupied orbital energy**: -9.2 eV

```
18
Properties=species:S:1:pos:R:3:nbo_charge:R:1
N -0.616 0.958 1.706 -0.818
C -0.434 -0.265 0.859 -0.140
C -1.167 0.115 -0.491 -0.536
S -2.958 -0.383 -0.726 -0.110
C 1.184 -0.623 0.485 0.684
N 2.027 -1.106 1.443 -0.816
O 1.536 -0.301 -0.652 -0.660
H -0.064 1.646 1.288 0.351
H -1.662 1.161 1.461 0.366
H -0.675 -1.201 1.499 0.216
H -0.711 -0.317 -1.395 0.250
H -1.002 1.213 -0.778 0.240
H -3.501 -1.328 0.091 0.156
H 1.673 -1.046 2.310 0.390
H 3.032 -1.462 1.276 0.427
H 2.165 1.557 -1.370 0.478
H 3.342 0.726 -1.851 0.473
O 3.133 1.658 -1.606 -0.951
```

#1 is favored, and the nearest alternative lies 29.2 kJ/mol above it.

#1
This record from OMol25 describes a single C22H15N7O2 molecule. The level of theory is wB97M-V/def2-TZVPD.

Summary:
**Highest occupied orbital energy**: -7.8 eV

```
46
Properties=species:S:1:pos:R:3:nbo_charge:R:1
N 4.457 3.279 0.714 -0.304
O -3.687 1.749 -0.992 -0.607
O -1.480 -3.843 -4.351 -0.603
C 3.904 2.268 0.548 0.284
N -0.918 -1.519 -1.078 -0.567
N 0.380 2.957 3.815 -0.431
C -2.938 0.803 -0.891 0.676
C -1.411 -3.242 -3.289 0.608
C -1.871 -1.307 -1.955 0.437
C -0.247 -3.439 -2.369 -0.385
C -2.834 -0.252 -1.927 -0.256
C -1.617 1.728 1.103 0.079
C -1.906 3.061 1.146 -0.062
C -3.458 -0.200 -3.175 0.093
C -0.060 -2.449 -1.397 0.274
C 0.995 1.903 4.369 0.024
C -0.372 2.763 2.702 0.355
C 0.826 0.637 3.876 -0.292
C 2.652 0.840 -0.933 -0.143
C 3.416 -0.038 1.138 -0.142
C -0.056 0.408 2.803 -0.146
C 1.956 -0.398 -1.210 -0.202
C 2.747 -1.249 0.943 -0.199
C 3.281 1.004 0.275 -0.199
C -0.630 1.495 2.133 -0.147
C 2.006 -1.438 -0.264 -0.006
N -2.053 0.719 0.221 -0.620
N -1.260 3.702 2.172 -0.535
N -3.096 -1.365 -3.762 -0.338
N -2.136 -2.073 -3.044 -0.228
C 1.190 -2.715 -0.464 -0.459
H 0.366 -4.314 -2.456 0.243
H -2.698 3.377 0.445 0.254
H -4.064 0.557 -3.716 0.270
H 1.784 1.989 5.166 0.201
H 1.336 -0.262 4.295 0.219
H 2.563 1.662 -1.653 0.233
H 4.139 -0.050 1.993 0.231
H -0.393 -0.609 2.359 0.213
H 1.450 -0.567 -2.167 0.223
H 2.731 -1.932 1.768 0.220
H -1.633 -0.222 0.301 0.431
H -1.077 4.685 2.133 0.420
H -2.880 -1.321 -4.730 0.412
H 1.843 -3.446 -0.954 0.229
H 0.753 -3.336 0.360 0.244
```

#2
This record from OMol25 describes a single C22H15N7O2 molecule. The level of theory is wB97M-V/def2-TZVPD.

Summary:
**Highest occupied orbital energy**: -7.9 eV

```
46
Properties=species:S:1:pos:R:3:nbo_charge:R:1
N 2.223 -2.748 -4.717 -0.301
O 2.995 0.964 2.580 -0.642
O -2.357 -3.079 4.487 -0.623
C 1.373 -2.389 -4.012 0.268
N -0.976 -0.506 1.589 -0.556
N 1.435 3.281 -3.157 -0.420
C 1.760 0.756 2.280 0.653
C -2.108 -2.172 3.665 0.593
C -0.411 -0.651 2.783 0.452
C -2.742 -1.959 2.403 -0.388
C 0.988 -0.235 3.157 -0.225
C 1.668 2.086 0.176 0.054
C 2.987 1.945 -0.198 -0.017
C 1.299 -0.892 4.271 0.070
C -2.106 -1.152 1.397 0.280
C 0.137 3.742 -3.209 0.022
C 1.830 2.915 -1.942 0.360
C -0.762 3.601 -2.208 -0.277
C 0.349 -0.650 -2.505 -0.190
C -0.541 -2.970 -2.667 -0.150
C -0.444 3.000 -1.001 -0.160
C -0.632 -0.399 -1.525 -0.128
C -1.530 -2.616 -1.722 -0.215
C 0.407 -1.962 -3.075 -0.170
C 0.915 2.708 -0.854 -0.138
C -1.599 -1.394 -1.095 0.011
N 1.130 1.379 1.227 -0.582
N 3.094 2.426 -1.500 -0.550
N 0.146 -1.591 4.738 -0.379
N -0.935 -1.408 3.798 -0.214
C -2.647 -1.147 0.034 -0.477
H -3.601 -2.582 2.249 0.242
H 3.754 1.398 0.336 0.256
H 2.274 -0.881 4.680 0.258
H -0.137 4.314 -4.061 0.200
H -1.693 3.996 -2.308 0.213
H 1.174 0.008 -2.704 0.237
H -0.554 -4.031 -2.964 0.234
H -1.162 2.781 -0.218 0.217
H -0.733 0.546 -0.987 0.206
H -2.067 -3.447 -1.350 0.209
H 0.123 1.238 1.303 0.429
H 3.945 2.303 -2.062 0.429
H 0.359 -2.490 5.182 0.432
H -3.507 -1.813 -0.048 0.235
H -3.122 -0.220 -0.246 0.242
```

#2 is favored, and the nearest alternative lies 8.1 kJ/mol above it.

#1
This record from OMol25 describes a single C4H6N4O molecule. The level of theory is wB97M-V/def2-TZVPD.

Summary:
**Highest occupied orbital energy (spin up / spin down)**: -8.3 / -8.2 eV

```
15
Properties=species:S:1:pos:R:3:nbo_charge:R:1
C 0.137 0.021 1.061 -0.074
C 0.626 1.330 0.503 -0.090
C 0.965 -0.965 0.259 0.334
C -1.826 0.094 -1.168 -0.188
N 1.763 -0.277 -0.584 -0.375
N -2.100 -0.205 0.006 -0.060
N 1.551 0.997 -0.377 -0.198
N 0.760 -2.199 0.207 -0.654
O -1.283 -0.354 1.004 -0.332
H 0.276 -0.049 2.232 0.248
H 0.217 2.346 0.574 0.231
H -0.885 0.310 -1.687 0.159
H -2.570 0.224 -1.872 0.184
H 2.243 1.523 -0.886 0.436
H 0.127 -2.795 0.728 0.379
```

#2
This record from OMol25 describes a molecular structure, C4H6N4O. The level of theory is wB97M-V/def2-TZVPD.

Summary:
**Highest occupied orbital energy**: -9.0 eV

```
15
Properties=species:S:1:pos:R:3:nbo_charge:R:1
C -0.675 -1.061 -0.384 0.438
C -0.861 0.512 -0.346 -0.486
C -0.269 0.990 1.098 0.138
C -0.147 0.860 -1.682 0.267
H 1.174 -0.419 0.152 0.406
H 0.922 -2.366 0.184 0.407
H -2.750 -1.609 -0.490 0.355
H -1.968 0.797 -0.663 0.289
H -1.309 1.826 2.221 0.317
H 2.810 0.226 2.227 0.431
N 0.640 -1.420 -0.337 -0.829
N -1.649 -1.921 -0.452 -0.701
N 1.124 0.307 1.231 -0.284
N 0.306 1.132 -2.787 -0.301
O 1.236 0.881 2.583 -0.446
```

#1 is favored, and the nearest alternative lies 929.5 kJ/mol above it.

#1
This record from OMol25 describes a single C11H22O2 molecule. The level of theory is wB97M-V/def2-TZVPD.

Summary:
**Highest occupied orbital energy**: -10.3 eV

```
35
Properties=species:S:1:pos:R:3:nbo_charge:R:1
C 0.445 1.011 4.663 -0.598
H -0.274 0.196 4.698 0.203
C 0.586 1.530 3.237 -0.394
C 1.039 0.425 2.286 -0.409
C 1.356 0.918 0.873 -0.396
C 0.183 1.557 0.127 -0.405
C -0.993 0.624 -0.165 -0.396
H -1.792 1.218 -0.613 0.209
H -1.376 0.215 0.771 0.228
C -0.692 -0.564 -1.099 -0.338
C -0.005 -1.666 -0.323 0.811
O -0.372 -2.066 0.752 -0.612
O 1.042 -2.217 -0.955 -0.691
H 1.412 -2.931 -0.413 0.499
H -1.664 -1.001 -1.364 0.240
C 0.044 -0.208 -2.393 -0.396
C -0.701 0.791 -3.280 -0.396
C -2.026 0.253 -3.809 -0.609
H -2.457 0.952 -4.522 0.213
H -2.744 0.110 -3.006 0.198
H -1.876 -0.700 -4.313 0.202
H -0.056 1.031 -4.128 0.205
H -0.879 1.718 -2.734 0.196
H 0.201 -1.127 -2.962 0.216
H 1.030 0.191 -2.151 0.211
H -0.196 2.395 0.715 0.208
H 0.559 1.971 -0.810 0.200
H 1.739 0.079 0.288 0.196
H 2.158 1.660 0.936 0.203
H 0.278 -0.355 2.247 0.219
H 1.946 -0.031 2.692 0.198
H -0.375 1.931 2.911 0.191
H 1.313 2.347 3.217 0.190
H 0.104 1.801 5.328 0.205
H 1.399 0.640 5.031 0.199
```

#2
This record from OMol25 describes a single C11H22O2 molecule. The level of theory is wB97M-V/def2-TZVPD.

Summary:
**Highest occupied orbital energy**: -10.4 eV

```
35
Properties=species:S:1:pos:R:3:nbo_charge:R:1
C -5.189 -1.075 0.102 -0.600
H -4.753 -1.973 -0.331 0.200
C -4.387 0.157 -0.298 -0.386
C -2.938 0.070 0.178 -0.394
C -2.132 1.302 -0.230 -0.386
C -0.710 1.313 0.331 -0.391
C 0.185 0.237 -0.282 -0.383
H 0.226 0.372 -1.365 0.215
H -0.227 -0.751 -0.074 0.204
C 1.614 0.293 0.272 -0.323
C 2.255 1.597 -0.145 0.806
O 2.427 1.962 -1.277 -0.607
O 2.631 2.336 0.908 -0.688
H 3.041 3.166 0.615 0.494
H 1.592 0.261 1.365 0.218
C 2.460 -0.868 -0.267 -0.378
C 3.858 -0.905 0.345 -0.394
C 4.659 -2.097 -0.163 -0.599
H 4.767 -2.048 -1.245 0.203
H 4.158 -3.029 0.089 0.200
H 5.651 -2.109 0.281 0.209
H 3.776 -0.958 1.433 0.195
H 4.387 0.018 0.097 0.197
H 2.539 -0.767 -1.352 0.214
H 1.946 -1.807 -0.050 0.202
H -0.267 2.292 0.135 0.202
H -0.748 1.179 1.415 0.194
H -2.653 2.193 0.128 0.200
H -2.088 1.362 -1.320 0.196
H -2.483 -0.828 -0.243 0.192
H -2.923 -0.026 1.266 0.192
H -4.402 0.263 -1.385 0.194
H -4.854 1.048 0.127 0.193
H -6.217 -0.993 -0.244 0.208
H -5.200 -1.188 1.184 0.200
```

#2 is favored, and the nearest alternative lies 11.5 kJ/mol above it.